[1]
Density functional theory data (ωB97M-V with the def2-TZVPD basis set) for a 9-piece molecular cluster, C35H52O27 overall.

```
114
Properties=species:S:1:pos:R:3:forces:R:3:lowdin_charge:R:1
O 10.5630 0.9221 12.3228 -4.7 -3.7 -0.4 0.0896
O 6.4064 -0.5931 6.1137 -1.5 -0.6 1.6 0.1160
O 10.3546 -6.1812 4.6571 -0.4 -0.5 -2.0 0.0812
O 15.9035 -3.2114 8.0707 2.2 1.5 -0.3 0.1199
O 9.9409 -3.8088 10.3690 0.6 0.0 0.3 0.0004
O 9.3904 -6.9672 0.0732 1.6 1.9 0.8 0.1356
O 11.3422 -6.4514 1.1277 0.6 -0.4 -0.1 0.0904
O 11.5069 -2.5492 6.2216 4.0 -1.9 -0.9 0.0041
O 10.7944 -7.0542 6.5621 -1.0 -0.6 1.6 0.1453
O 9.8877 -4.8508 0.8394 -2.0 -0.9 -2.4 0.1037
O 14.4057 -2.6611 9.4966 0.1 3.5 2.4 0.0688
O 8.5673 -0.0460 13.1038 1.1 0.1 0.8 0.0947
O 9.9363 -4.2294 5.8857 -2.3 1.5 -0.8 0.0024
O 8.5454 -3.0506 4.3933 -1.6 -1.4 7.9 0.0346
O 10.3548 -5.4967 8.9657 2.0 0.1 7.2 0.1211
O 16.3715 -1.4449 9.3964 -3.0 -1.9 -1.2 0.1412
O 11.9247 -4.6237 10.5422 -1.6 -3.2 -2.9 -0.0358
O 8.5790 -0.9226 6.0741 -5.0 2.9 0.5 -0.0694
O 12.0866 -2.4202 4.0846 -1.3 1.8 -1.5 0.1329
O 9.1747 -0.4646 11.0895 2.2 0.6 -1.7 0.0095
O 4.9449 -7.0089 7.6174 0.1 -0.4 1.4 0.0901
O 7.4306 -0.8411 4.1014 -0.3 0.1 4.0 0.1377
O 8.9446 -7.7287 5.4580 4.5 1.5 1.0 0.0838
O 6.8257 -5.8298 7.5175 -0.4 -0.5 0.7 0.0640
O 6.2891 -6.7798 9.4665 -0.6 0.0 -0.9 0.1516
O 13.1866 -3.8427 5.3059 2.4 -0.1 1.1 0.1721
O 8.2143 -3.1115 6.6391 -1.5 -1.7 -0.9 0.0390
C 7.8687 -1.0230 11.0734 1.4 -1.4 -0.7 -0.2266
C 6.7684 -0.6432 7.5347 -0.3 0.4 -1.0 -0.0274
C 12.6634 -3.6954 8.2473 1.7 1.5 0.5 0.0281
C 15.5960 -2.3135 8.9906 3.4 1.7 1.5 -0.4919
C 13.9573 -3.8582 9.0890 -1.4 -3.8 -3.1 -0.3159
C 7.4299 -0.8642 5.3395 0.9 1.6 -4.1 -0.5026
C 7.2457 -5.9468 5.2298 -1.7 0.5 -0.5 0.0041
C 10.0683 -4.2221 3.1750 2.1 -0.6 -4.2 0.0033
C 6.0384 -6.5704 8.3113 0.1 -0.2 0.8 -0.5208
C 11.7389 -6.0670 6.3865 3.9 -0.9 -0.5 -0.3413
C 9.5348 0.1782 12.2000 3.1 3.1 0.3 -0.4913
C 10.1416 -6.1608 0.5910 -1.4 -0.9 0.0 -0.5114
C 9.1270 0.3613 8.0405 0.1 0.1 0.9 -0.0144
C 8.7296 -3.7233 7.7886 0.5 -0.4 0.0 -0.0786
C 13.1185 -6.6765 6.6413 0.4 0.8 0.3 0.0378
C 11.1147 -0.2317 6.4209 0.9 -0.8 -1.4 0.0056
C 5.0856 -6.7143 6.2579 0.2 0.1 -1.4 -0.1044
C 10.6608 -1.5674 5.7964 1.9 1.1 -1.2 -0.2842
C 9.9185 -4.5486 7.2899 -3.4 1.5 -1.1 -0.1561
C 8.8765 -3.4974 5.5330 -0.8 2.0 -3.1 -0.4724
C 12.3595 -3.0121 5.1976 -0.9 2.5 2.1 -0.5703
C 15.1011 -4.2976 8.2285 -0.8 -2.6 -3.0 -0.1328
C 11.6079 -5.6666 4.9702 0.8 0.0 -0.4 -0.1393
C 9.9211 -6.9401 5.5816 -3.0 -6.3 -0.7 -0.5361
C 10.9352 -1.5580 4.2396 -1.5 1.4 1.1 0.0071
C 10.5323 -3.1982 11.5432 0.7 0.2 1.1 -0.0428
C 8.0103 -2.5383 10.5224 -2.5 2.7 1.8 0.0268
C 6.2141 -5.7226 6.2422 -0.3 1.4 -0.1 -0.3385
C 10.7726 -4.3339 1.7440 -1.6 2.0 3.9 -0.3031
C 8.2570 -0.8095 7.4882 1.6 2.9 1.0 -0.2476
C 11.7857 -4.0008 11.7841 0.0 0.5 -0.8 -0.2757
C 11.8996 -5.2699 1.7029 1.1 0.1 -0.1 -0.0903
C 13.0921 -3.1769 11.9214 -1.5 -0.9 1.4 0.0382
C 7.5726 -0.8590 12.5372 -2.8 -0.4 0.4 -0.1117
C 10.6791 -4.7525 9.8980 2.3 -2.7 -0.5 -0.4494
H 9.2280 1.2581 7.4292 -0.9 0.0 -0.1 0.1010
H 6.3410 -1.4774 8.0909 -0.5 -0.1 -0.6 0.1339
H 9.5124 -5.1465 3.3321 -0.2 0.9 -0.3 0.1201
H 7.6241 -6.9605 5.3614 -0.7 0.9 -0.6 0.0554
H 8.2663 -2.6412 9.4679 -0.7 0.7 1.5 0.0251
H 13.7877 -3.9441 12.2614 0.7 0.6 -0.2 0.1027
H 10.7891 -4.1787 7.8314 -1.0 0.1 -2.0 0.0789
H 10.9320 -4.1661 3.8375 -1.5 0.2 -1.1 0.0462
H 10.0065 -1.8307 3.7384 0.9 -0.5 -0.3 0.1139
H 11.0081 -3.2874 1.5504 0.4 -0.2 -0.8 0.1539
H 5.7700 -4.7298 6.1708 0.1 0.4 0.1 0.1581
H 6.6393 -0.3228 12.7092 -0.1 0.0 -0.1 0.1405
H 4.2010 -6.2773 5.7947 -0.3 0.0 0.6 0.1412
H 12.2729 -5.4798 2.7052 0.3 -0.1 -0.7 0.1088
H 7.3946 -1.8439 12.9689 0.8 0.0 0.7 0.1379
H 10.1663 0.0344 8.0733 -1.2 0.0 0.9 0.0417
H 11.8582 -3.3979 8.9190 0.5 0.8 -0.6 0.0961
H 9.6586 -1.8306 6.1344 2.7 -0.6 -0.8 0.0754
H 12.3569 -6.0974 4.3057 0.0 -0.1 0.2 0.1501
H 11.1214 -0.5389 3.9008 0.7 -0.2 0.0 0.1429
H 13.1519 -7.2127 7.5897 0.1 0.2 0.1 0.1034
H 7.9203 -4.2855 8.2545 0.5 0.1 0.2 0.1470
H 5.3285 -7.5698 5.6276 0.1 -0.5 0.5 0.1420
H 7.0028 -2.9287 10.6661 -0.2 -0.4 -0.1 0.1113
H 9.4558 -3.3330 3.3244 1.4 -1.6 -2.2 0.0329
H 8.0123 -5.1808 5.3476 -0.3 -0.9 -0.5 0.0723
H 12.3002 -4.5104 7.6212 1.9 0.4 1.5 0.0509
H 15.6271 -5.2111 8.5056 0.4 0.3 0.7 0.1485
H 10.7430 -2.1386 11.3990 -0.2 -0.2 -0.4 0.1450
H 13.8254 -5.8480 6.5958 -0.1 -0.1 0.5 0.0539
H 9.0797 -2.8985 8.4092 0.6 -1.1 -0.4 0.0808
H 12.9955 -2.3734 12.6515 0.0 -0.2 0.3 0.0991
H 8.7096 -3.1339 11.1093 -2.6 1.4 0.1 0.0469
H 13.5491 -7.3111 5.8668 -0.9 -0.4 -0.2 0.1013
H 14.7925 -4.5210 7.2073 -0.3 -0.1 0.1 0.1038
H 12.6351 -4.7679 1.0744 0.6 -0.9 -0.2 0.1426
H 12.8746 -2.9174 7.5137 0.1 0.0 0.8 0.1102
H 9.8693 -3.3348 12.3975 -0.2 0.2 -0.2 0.1527
H 8.9812 0.6996 9.0664 -0.9 -0.3 0.0 0.0841
H 13.3305 -2.7029 10.9692 -0.2 -0.4 0.7 0.0764
H 7.2694 -0.3616 10.4477 -0.2 -0.3 -0.2 0.1407
H 13.7966 -4.6916 9.7729 0.3 1.1 0.9 0.1551
H 6.6651 -5.8051 4.3183 0.7 0.0 -0.7 0.1328
H 11.4350 -0.4777 7.4333 0.5 0.3 -0.3 0.0938
H 11.9699 0.1161 5.8414 0.2 0.1 0.1 0.1066
H 10.3177 0.5119 6.4165 1.1 -0.4 -0.7 0.0680
H 11.5590 -5.1356 6.9234 0.1 -2.3 -0.4 0.0673
H 8.5510 -1.6420 8.1275 -0.1 0.7 -1.2 0.0905
H 11.5304 -4.9028 12.3401 0.6 0.7 1.7 0.1689
H 6.4267 0.2892 7.9841 0.1 0.0 -0.1 0.1401
H 9.6463 -5.6038 7.3174 0.2 0.9 -0.3 0.1402
H 11.6166 -4.5780 4.9156 -0.4 -3.0 -0.3 0.0684
```
Forces are in eV/Å.

- 2S+1: 1
- Electronic energy: -3395.72270 Eh
- Energy relative to the best compared isomer or geometry (same formula, charge and spin): 2114.8 kJ/mol
- Total charge: 0
- LUMO energy: -0.200 eV
- Structure (SMILES): C[C@H]1COC(=O)O1.C[C@H]1COC(=O)O1.C[C@H]1COC(=O)O1.C[C@H]1COC(=O)O1.C[C@H]1COC(=O)O1.C[C@H]1COC(=O)O1.C[C@H]1COC(=O)O1.C[C@H]1COC(=O)O1.O=C1OCCO1

=====

[2]
Density functional theory data (ωB97M-V with the def2-TZVPD basis set) for C35H52OP4SeSn as an isolated structure.

```
94
Properties=species:S:1:pos:R:3:forces:R:3:lowdin_charge:R:1
Sn -1.0347 0.3798 0.7806 -0.2 1.2 -0.9 0.5971
Se -2.0482 -2.0509 1.6137 -0.7 -0.1 -0.3 0.7982
P -0.5066 2.8692 -0.4862 0.7 0.6 0.2 0.7165
P -3.1361 1.6130 1.8938 -1.0 -0.1 -0.1 0.7023
P 0.1846 0.8660 3.1196 1.6 -0.4 1.0 0.7527
P 3.0708 -0.4064 -0.6903 -0.7 1.3 0.5 0.8083
O 1.6405 -0.1840 -0.2314 0.0 -0.3 0.1 -0.4463
C 3.2428 -0.0698 -4.7418 0.0 0.2 0.1 -0.0318
C -4.5779 1.3880 0.8028 0.1 0.0 -0.2 -0.2195
C 2.8976 -4.4745 -0.5065 -1.5 0.7 0.5 0.0449
C -3.6661 0.8701 3.4741 0.2 -0.2 0.1 -0.2249
C -0.1360 2.3816 4.0896 -0.6 0.3 -0.5 -0.2088
C 5.0493 -3.9004 -1.4776 0.1 -0.3 0.0 0.0200
C 5.9034 -0.3166 2.2893 -0.1 0.0 0.0 -0.0339
C 4.1438 1.4547 -2.5605 0.1 -0.3 -0.5 -0.0632
C -3.5111 -2.4944 0.4954 0.5 0.2 0.2 -0.6066
C -3.1270 3.4072 2.2475 0.5 0.1 -0.1 -0.2140
C 0.0117 -0.4652 4.3617 -0.6 -0.2 -0.3 -0.2229
C -3.6414 -2.0710 -0.8426 -0.4 0.2 -0.9 -0.1057
C -7.5386 -4.2643 -3.9750 0.1 0.5 -0.7 -0.1129
C 5.5464 1.9574 1.5685 -0.4 0.1 -0.2 -0.0341
C 3.4655 -2.1611 -0.9047 -2.0 -0.2 0.8 -0.2384
C 4.2740 0.1600 0.5430 0.0 0.0 0.0 -0.2863
C 6.2492 1.0353 2.3450 -0.2 -0.3 0.0 -0.0210
C 1.9979 0.9335 2.9519 0.0 0.0 -0.5 -0.2391
C 0.0962 4.2489 0.5434 0.0 0.1 0.1 -0.2475
C -5.6565 -3.3956 -1.0826 -0.1 -0.2 0.2 0.0338
C 4.6986 -2.5493 -1.4570 1.5 -0.9 -0.6 0.0293
C 4.5379 1.5322 0.6986 0.3 -0.1 0.1 -0.1106
C 4.4302 1.8439 -3.8754 0.0 0.2 0.4 -0.0234
C -1.8902 3.5921 -1.4286 -0.3 -0.3 0.1 -0.2324
C 0.7790 2.7689 -1.7816 0.1 -0.3 0.0 -0.2418
C 2.5434 -3.1255 -0.4721 0.2 0.3 -0.2 -0.0196
C -5.5450 -3.8079 0.2533 0.3 0.0 0.7 0.0028
C 4.0313 1.0636 -4.9627 -0.4 -0.3 0.1 -0.0146
C -4.4895 -3.3574 1.0395 -0.5 -0.7 0.2 -0.0857
C 4.1555 -4.8572 -0.9827 2.0 -0.1 -0.8 0.0525
C 3.4003 0.2836 -2.3333 0.3 0.3 0.2 -0.2892
C 2.9011 -0.4276 -3.4365 0.2 -0.4 -0.2 -0.0771
C 4.9187 -0.7522 1.3984 0.2 0.1 -0.3 -0.0753
C -7.5411 -3.4633 -5.0577 0.0 -0.5 0.7 -0.0544
C -4.7158 -2.5079 -1.6163 0.9 0.7 0.0 -0.0072
H -4.0921 3.6581 2.7145 0.3 -0.1 -0.2 0.0862
H -5.4140 1.9992 1.1747 0.2 -0.2 -0.1 0.0835
H -4.8221 -2.1647 -2.6482 0.1 -0.2 0.3 0.1331
H 2.2685 -1.2961 -3.2621 0.0 0.0 -0.1 0.1142
H 4.9637 2.7790 -4.0459 0.0 -0.3 0.0 0.1292
H 5.7734 3.0221 1.6410 0.0 -0.3 0.0 0.1281
H 0.2447 -1.4345 3.9023 0.0 0.2 0.2 0.0538
H -1.5295 4.4988 -1.9335 -0.1 -0.2 0.1 0.0776
H -4.3849 -3.6814 2.0765 -0.1 0.0 -0.3 0.1181
H 1.0184 3.9563 1.0675 -0.2 0.1 -0.2 0.0458
H 5.3852 -1.8030 -1.8648 -0.2 -0.2 0.2 0.1503
H 4.6626 -1.8109 1.3550 0.1 0.2 0.0 0.1091
H 0.5817 2.3870 4.9228 -0.2 -0.2 -0.2 0.0875
H 0.7255 -0.2677 5.1753 -0.2 0.0 -0.3 0.0858
H -4.5057 1.4661 3.8704 0.3 -0.3 -0.1 0.0870
H -8.2464 -4.1132 -3.1533 0.2 0.0 -0.3 0.0493
H 0.7189 3.6586 -2.4319 0.0 -0.3 0.3 0.0793
H -1.0081 -0.5040 4.7673 0.3 0.0 0.0 0.0555
H 0.3158 5.1084 -0.1080 0.0 -0.2 0.3 0.0766
H -4.8756 0.3306 0.7760 0.1 0.3 0.0 0.0533
H 4.2965 1.3495 -5.9798 0.0 0.0 0.3 0.1328
H 0.0328 3.2794 3.4796 0.0 -0.2 0.2 0.0513
H 4.5061 2.0568 -1.7352 0.1 -0.1 -0.3 0.0877
H 6.3967 -1.0391 2.9395 -0.1 0.2 -0.2 0.1274
H -0.6499 4.5493 1.2920 0.2 0.0 -0.2 0.0341
H -2.8807 -1.4171 -1.2716 -0.3 -0.2 0.0 0.0709
H 6.0245 -4.1981 -1.8735 -0.4 0.0 0.1 0.1452
H -6.8783 -3.6515 -5.9085 -0.2 0.1 0.3 0.0570
H 7.0417 1.3692 3.0138 -0.2 -0.1 -0.2 0.1321
H -2.8537 0.8619 4.2178 -0.3 0.0 -0.2 0.0338
H -8.2361 -2.6218 -5.1449 0.3 -0.3 0.0 0.0577
H 2.1917 -5.2276 -0.1446 0.3 0.2 -0.1 0.1464
H -1.1545 2.4062 4.4978 0.3 0.0 -0.1 0.0491
H -6.8686 -5.1282 -3.9106 -0.3 0.3 -0.1 0.0537
H 2.2834 1.6577 2.1819 0.0 -0.2 0.1 0.0396
H -6.2843 -4.4858 0.6827 0.2 0.2 -0.1 0.1403
H 1.7736 2.7347 -1.3188 -0.3 0.0 -0.1 0.0346
H 3.9584 2.2696 0.1418 0.3 -0.1 0.1 0.0959
H -2.2296 2.8744 -2.1870 0.0 0.2 0.1 0.0651
H -6.4672 -3.7659 -1.7128 0.2 0.1 0.2 0.0983
H -3.0152 4.0023 1.3307 -0.1 -0.2 0.3 0.0400
H -1.1657 0.0818 -0.9685 0.0 -0.3 1.0 -0.0263
H -4.3324 1.7050 -0.2205 -0.1 0.0 0.3 0.0563
H -3.9917 -0.1660 3.3024 0.0 0.3 0.1 0.0488
H -2.3194 3.6776 2.9433 -0.3 -0.1 -0.2 0.0390
H -2.7390 3.8499 -0.7842 0.2 0.0 -0.2 0.0331
H 1.5646 -2.8185 -0.1045 0.3 0.0 0.0 0.1109
H 2.4607 1.2298 3.9059 -0.3 -0.1 -0.2 0.0873
H 2.8800 -0.6655 -5.5789 0.1 0.2 0.2 0.1269
H 2.3764 -0.0522 2.6616 -0.1 0.2 0.0 0.0536
H 4.4467 -5.9118 -0.9679 -0.1 0.4 -0.1 0.1519
H 0.6452 1.8586 -2.3815 0.1 0.2 0.1 0.0520
```
Forces are in eV/Å.

- 2S+1: 1
- Electronic energy: -5419.77977 Eh
- Energy relative to the best compared isomer or geometry (same formula, charge and spin): 0.0 kJ/mol
- Total charge: +4
- LUMO energy (spin up / spin down): -13.115 / -14.203 eV